(1)
The following is a DFT calculation (ωB97M-V/def2-TZVPD) of a molecular structure, C11H14N3O2PS2 in a non-equilibrium geometry.

Calculated values
gap between HOMO and LUMO = 7.6 eV
charge = 0

Structure (XYZ):
```
33
Properties=species:S:1:pos:R:3:nbo_charge:R:1
C 4.85 0.93 -0.30 -0.6164
C 3.30 0.87 -0.48 -0.3959
C 2.75 -0.43 0.24 -0.3931
C 1.45 -0.89 -0.50 -0.3940
C 0.37 -1.29 0.58 -0.4291
C -1.05 -0.98 0.11 0.0552
C -1.55 -1.71 -0.93 -0.2230
C -2.87 -1.43 -1.39 0.1044
N -3.48 -2.07 -2.41 -0.5900
S -4.94 -1.38 -2.50 0.9572
N -4.91 -0.24 -1.34 -0.5631
C -3.68 -0.40 -0.82 0.0091
C -3.10 0.33 0.27 0.3677
O -3.85 1.35 0.85 -0.4617
N -3.33 2.60 0.28 0.4125
O -4.20 3.16 -0.25 -0.1821
C -1.85 0.07 0.76 -0.4262
P -1.22 1.03 2.19 0.8563
S -0.08 2.53 1.76 -0.5828
H 5.13 1.88 0.17 0.2116
H 5.16 0.12 0.39 0.1999
H 5.34 0.76 -1.27 0.2098
H 2.79 1.72 0.00 0.2145
H 3.00 0.86 -1.54 0.1926
H 2.57 -0.13 1.28 0.2026
H 3.50 -1.23 0.24 0.1961
H 1.65 -1.80 -1.08 0.2076
H 1.08 -0.07 -1.13 0.2125
H 0.54 -0.80 1.55 0.2046
H 0.44 -2.38 0.72 0.2205
H -0.93 -2.49 -1.38 0.2353
H -0.51 0.08 2.98 -0.0190
H -2.37 1.41 2.93 0.0063
```

(2)
The following is a DFT calculation (ωB97M-V/def2-TZVPD) of a molecular structure, C11H14N7PtS3.

Calculated values
energy above the lowest of the compared OMol25 structures with the same formula, charge and spin = 0.0 kJ/mol
gap between HOMO and LUMO (spin up / spin down) = 6.5 / 6.5 eV
charge = +1

Structure (XYZ):
```
36
Properties=species:S:1:pos:R:3:nbo_charge:R:1
Pt -0.35 0.36 -0.59 0.7072
C -4.41 3.34 0.70 -0.7241
S -4.12 3.17 -1.08 0.2825
C -2.58 2.32 -0.98 -0.0550
S -2.64 0.63 -0.65 -0.0711
N -1.49 3.01 -1.15 -0.3459
N -0.36 2.25 -1.06 -0.2101
C 0.78 2.82 -1.22 0.0798
C 1.95 1.97 -1.09 0.1452
C 3.24 2.44 -1.21 -0.1892
C 4.30 1.56 -1.04 -0.1292
C 4.04 0.24 -0.73 -0.2236
C 2.72 -0.16 -0.62 0.0743
N 1.70 0.67 -0.80 -0.4654
H -5.35 3.87 0.80 0.2448
H -3.61 3.93 1.15 0.2259
H -4.48 2.37 1.17 0.2285
H 0.82 3.87 -1.45 0.2405
H 3.41 3.48 -1.44 0.2456
H 5.32 1.91 -1.13 0.2452
H 4.83 -0.47 -0.57 0.2469
H 2.47 -1.19 -0.36 0.2016
C -0.61 -4.78 0.19 -0.6725
C -0.46 -3.69 1.19 0.3533
N -0.38 -3.83 2.46 -0.2197
N -0.25 -2.55 2.95 -0.3736
C -0.24 -1.59 2.01 0.2134
S -0.11 0.05 2.20 -0.2041
N -0.37 -2.34 0.86 -0.2640
N -0.47 -1.80 -0.43 -0.6035
H -0.65 -5.73 0.72 0.2774
H 0.23 -4.80 -0.51 0.2339
H -1.54 -4.66 -0.38 0.2405
H -0.18 -2.39 3.94 0.4417
H -1.38 -2.01 -0.82 0.4176
H 0.23 -2.24 -1.03 0.4051
```

(3)
The following is a DFT calculation (ωB97M-V/def2-TZVPD) of C11H14NO2P in the gas phase in a non-equilibrium geometry.

Calculated values
energy above the lowest of the compared OMol25 structures with the same formula, charge and spin = 119.4 kJ/mol
gap between HOMO and LUMO (spin up / spin down) = 8.9 / 5.6 eV
charge = 0

Structure (XYZ):
```
29
Properties=species:S:1:pos:R:3:nbo_charge:R:1
C -3.53 -0.75 0.13 -0.2203
C -3.23 0.29 0.99 -0.1936
C -2.76 -0.94 -1.00 -0.1734
C -2.16 1.13 0.74 -0.2602
C -1.68 -0.10 -1.26 -0.2700
C -1.38 0.93 -0.39 0.0946
C 2.86 -0.05 0.58 -0.3841
C 2.30 1.30 0.06 -0.4817
C 2.76 -1.19 -0.43 -0.7767
C 0.88 1.50 0.36 -0.0485
C -0.16 1.80 -0.63 -0.5177
N 0.41 -2.29 0.44 0.2168
O 1.00 -2.19 1.51 -0.4097
O -0.73 -2.76 0.32 -0.3779
P 1.11 -1.78 -1.04 0.7650
H -4.35 -1.41 0.34 0.2140
H -3.84 0.45 1.88 0.2124
H -2.98 -1.75 -1.68 0.2138
H -1.93 1.94 1.41 0.2079
H -1.08 -0.26 -2.15 0.2141
H 3.92 0.08 0.82 0.2067
H 2.34 -0.33 1.49 0.2347
H 2.86 2.07 0.61 0.2246
H 2.51 1.42 -1.00 0.2022
H 3.33 -0.94 -1.33 0.2291
H 3.24 -2.06 0.03 0.2581
H 0.56 1.36 1.38 0.1822
H 0.22 1.69 -1.65 0.2133
H -0.48 2.85 -0.51 0.2242
```

(4)
The following is a DFT calculation (ωB97M-V/def2-TZVPD) of C11H14NOPS in the gas phase in a non-equilibrium geometry.

Calculated values
energy above the lowest of the compared OMol25 structures with the same formula, charge and spin = 315.4 kJ/mol
gap between HOMO and LUMO (spin up / spin down) = 7.6 / 7.6 eV
charge = 0

Structure (XYZ):
```
29
Properties=species:S:1:pos:R:3:nbo_charge:R:1
C 4.44 0.82 0.28 -0.1911
C 4.24 -0.51 -0.11 -0.2125
C 3.36 1.70 0.49 -0.2352
C 2.92 -0.91 -0.26 -0.1623
C 2.06 1.24 0.32 -0.1780
C 1.85 -0.05 -0.03 -0.4234
C -3.28 -0.77 0.99 -0.4403
C -3.27 -0.71 -0.54 -0.4366
C -2.20 0.24 1.50 -0.2602
C -1.04 0.24 -1.87 -0.0418
C -2.19 0.47 -0.82 -0.1225
N -1.52 0.78 0.38 -0.4419
O -0.23 -0.82 -1.46 -0.8042
P 0.23 -0.93 0.12 1.4073
S 0.29 -2.73 0.76 -0.4571
H 5.54 1.01 0.42 0.2220
H 5.01 -1.11 -0.32 0.2112
H 3.28 2.79 0.89 0.2321
H 2.72 -1.98 -0.65 0.2314
H 1.20 2.01 0.58 0.2419
H -4.24 -0.41 1.34 0.2036
H -3.24 -1.78 1.42 0.2252
H -2.89 -1.60 -1.05 0.2203
H -4.31 -0.50 -0.86 0.2178
H -2.71 1.09 1.91 0.1902
H -1.52 -0.16 2.25 0.2124
H -1.33 -0.03 -2.81 0.1947
H -0.46 1.22 -1.94 0.1767
H -2.71 1.39 -0.94 0.2205
```

(5)
The following is a DFT calculation (ωB97M-V/def2-TZVPD) of a gas-phase ion, C11H14NOS (charge +1) in a non-equilibrium geometry.

Calculated values
energy above the lowest of the compared OMol25 structures with the same formula, charge and spin = 108.9 kJ/mol
gap between HOMO and LUMO = 9.9 eV
charge = +1
SMILES = C=C1OC(C)(C)[N@@H+]2C[C@]12c1cccs1

Structure (XYZ):
```
28
Properties=species:S:1:pos:R:3:nbo_charge:R:1
C 0.18 -2.21 -1.49 -0.3830
C -0.34 -1.06 -0.97 0.2329
O -1.67 -1.00 -0.69 -0.4862
C -1.87 -0.21 0.45 0.4536
C -3.18 0.50 0.21 -0.6586
C -1.78 -0.97 1.76 -0.6307
N -0.73 0.77 0.40 -0.4036
C -0.47 1.43 -0.85 -0.2246
C 0.34 0.14 -0.49 0.0789
C 1.71 0.21 -0.06 -0.3193
C 2.55 1.19 -0.46 -0.1672
C 3.87 0.99 -0.13 -0.2550
C 3.93 -0.17 0.55 -0.4169
S 2.57 -1.03 0.83 0.5600
H -0.43 -3.10 -1.68 0.2421
H 1.23 -2.34 -1.69 0.2263
H -3.09 1.00 -0.72 0.2207
H -3.54 1.24 0.90 0.2412
H -4.01 -0.17 0.02 0.2616
H -0.80 -1.38 1.83 0.2262
H -2.55 -1.67 1.58 0.2515
H -2.05 -0.18 2.41 0.2246
H -0.38 1.19 1.27 0.4606
H 0.09 2.39 -0.86 0.2663
H -1.37 1.28 -1.58 0.2671
H 2.15 1.98 -1.06 0.2180
H 4.72 1.60 -0.33 0.2509
H 4.92 -0.42 0.88 0.2625
```

(6)
The following is a DFT calculation (ωB97M-V/def2-TZVPD) of a molecular structure, C11H14NOS in a non-equilibrium geometry.

Calculated values
energy above the lowest of the compared OMol25 structures with the same formula, charge and spin = 259.9 kJ/mol
gap between HOMO and LUMO = 9.5 eV
charge = +1

Structure (XYZ):
```
28
Properties=species:S:1:pos:R:3:nbo_charge:R:1
C -3.95 -1.19 -1.01 -0.1233
C -3.33 -2.31 -0.47 -0.2034
C -3.40 0.11 -0.81 -0.1994
C -2.03 -2.22 0.02 -0.1537
C -2.17 0.23 -0.17 -0.1712
C -1.50 -0.94 0.20 -0.3300
C 2.65 3.06 -0.55 -0.3231
C 1.71 2.58 0.19 -0.2118
C 1.65 1.13 0.75 -0.0904
C 1.65 -0.16 -0.16 -0.3063
C 2.80 -1.02 -0.07 -0.6656
N 0.32 0.87 1.39 -0.8155
O 0.45 -1.77 1.83 -0.8395
S 0.16 -0.76 0.82 1.8798
H -4.85 -1.29 -1.58 0.2377
H -3.54 -3.27 -0.86 0.2383
H -3.93 0.92 -1.36 0.2513
H -1.56 -3.10 0.43 0.2554
H -1.71 1.18 0.07 0.2543
H 2.68 3.94 -1.10 0.2291
H 3.29 2.30 -0.80 0.1750
H 1.01 3.32 0.56 0.2203
H 2.53 0.83 1.45 0.2166
H 1.23 -0.03 -1.15 0.2560
H 2.98 -1.37 1.00 0.2577
H 3.72 -0.41 -0.21 0.2628
H 2.85 -1.75 -0.82 0.2516
H 0.29 1.11 2.44 0.4471
```

(7)
The following is a DFT calculation (ωB97M-V/def2-TZVPD) of C11H14NP in the gas phase in a non-equilibrium geometry.

Calculated values
energy above the lowest of the compared OMol25 structures with the same formula, charge and spin = 527.7 kJ/mol
gap between HOMO and LUMO = 7.8 eV
charge = 0
SMILES = C/N=C/C=C\C#P1C=C(C)C(C)=C1

Structure (XYZ):
```
27
Properties=species:S:1:pos:R:3:nbo_charge:R:1
C -3.26 0.63 -1.97 -0.4434
N -3.02 0.52 -0.55 -0.4246
C -3.32 -0.47 0.20 0.0750
C -2.74 -0.58 1.45 -0.3731
C -1.63 0.25 1.72 -0.2632
C -1.24 1.27 0.87 -0.1181
P -0.34 0.82 -0.54 0.8772
C 0.40 -0.84 -0.38 -0.5549
C 1.72 -0.70 -0.16 -0.0075
C 2.77 -1.78 -0.22 -0.6292
C 2.18 0.63 0.15 -0.0684
C 3.52 0.93 0.59 -0.6495
C 1.16 1.56 -0.02 -0.4970
H -4.36 0.77 -2.09 0.2094
H -2.63 1.54 -2.27 0.2243
H -2.94 -0.27 -2.42 0.1923
H -3.83 -1.30 -0.27 0.1713
H -3.33 -1.13 2.20 0.2243
H -1.01 0.07 2.54 0.2539
H -0.35 -1.71 -0.33 0.2466
H 3.42 -1.90 0.56 0.2150
H 3.43 -1.60 -1.16 0.2150
H 2.28 -2.70 -0.36 0.2174
H 4.40 1.22 -0.13 0.2272
H 3.96 0.26 1.30 0.2218
H 3.45 1.92 1.12 0.2254
H 1.32 2.62 0.19 0.2328
```

(8)
The following is a DFT calculation (ωB97M-V/def2-TZVPD) of 2 unconnected molecules or ions with the total composition C11H14O2 in a non-equilibrium geometry.

Calculated values
energy above the lowest of the compared OMol25 structures with the same formula, charge and spin = 859.2 kJ/mol
gap between HOMO and LUMO = 8.2 eV
charge = 0

Structure (XYZ):
```
27
Properties=species:S:1:pos:R:3:nbo_charge:R:1
C 2.76 0.50 -0.89 -0.2849
C 3.16 -0.77 -0.90 -0.2096
C 2.76 0.90 0.62 0.4686
C -0.60 -0.49 1.20 -0.4611
C 3.53 -1.31 0.40 -0.0556
C 3.43 -0.28 1.47 -0.1351
C -0.38 -0.59 -0.24 0.0069
C -1.34 0.42 0.26 -0.0819
C 0.27 -1.20 -1.20 -0.4190
C -2.85 0.17 0.05 -0.5915
C -0.82 1.80 -0.09 -0.6073
O 2.45 1.96 1.01 -0.4953
O 2.42 -1.38 1.34 -0.5364
H 2.38 0.92 -1.80 0.2330
H 3.31 -1.38 -1.81 0.2162
H -1.09 -1.36 1.66 0.2394
H 0.32 -0.20 1.76 0.2198
H 3.87 -2.36 0.30 0.2175
H 0.07 -1.13 -2.25 0.2064
H 1.07 -1.96 -1.14 0.1925
H 1.58 -1.08 0.85 0.5583
H -3.05 -0.06 -0.98 0.2167
H -3.46 1.16 0.30 0.2184
H -3.22 -0.62 0.71 0.2176
H 0.13 1.84 -0.52 0.2209
H -0.68 2.61 0.68 0.2305
H -1.46 2.24 -0.87 0.2150
```

(9)
The following is a DFT calculation (ωB97M-V/def2-TZVPD) of 2 unconnected molecules or ions with the total composition C11H14O2 in a non-equilibrium geometry.

Calculated values
energy above the lowest of the compared OMol25 structures with the same formula, charge and spin = 250.8 kJ/mol
gap between HOMO and LUMO (spin up / spin down) = 6.1 / 7.9 eV
charge = 0
expectation value of S² = 2.013
multiplicity = 3

Structure (XYZ):
```
27
Properties=species:S:1:pos:R:3:mulliken_spin:R:1
C 3.27 -1.64 -3.09 0.0546
C 2.76 -0.53 -3.65 -0.0133
C 2.69 -1.85 -1.78 0.0936
C -1.85 0.70 0.07 0.0178
C 1.69 0.04 -2.87 -0.0386
C 1.54 -0.82 -1.67 0.7282
C -0.68 1.22 0.73 0.7565
C -1.17 -0.06 1.26 -0.0229
C 0.45 1.99 0.33 -0.0443
C -1.86 -0.15 2.61 0.0425
C -0.29 -1.24 1.03 0.0287
O 3.03 -2.72 -1.01 0.0531
O 2.08 0.47 -1.58 0.1316
H 4.15 -2.35 -3.35 0.0118
H 3.08 -0.13 -4.69 -0.0009
H -2.85 1.29 0.34 0.0438
H -1.69 0.35 -0.94 0.0197
H 0.80 0.56 -3.27 -0.0081
H 1.19 2.35 1.14 0.0366
H 0.35 2.79 -0.45 0.0082
H 1.32 1.43 -0.28 0.0978
H -2.74 0.51 2.56 -0.0041
H -1.32 0.20 3.47 0.0025
H -2.02 -1.11 2.78 -0.0047
H 0.45 -1.07 0.31 0.0098
H -0.80 -1.94 0.56 0.0018
H 0.20 -1.56 1.98 -0.0016
```

Number 1: molar mass 315.36 g/mol. Number 2: molar mass 535.56 g/mol. Number 3: molar mass 223.21 g/mol. Number 4: molar mass 239.28 g/mol. Number 5: molar mass 208.31 g/mol. Number 6: molar mass 208.31 g/mol. Number 7: molar mass 191.21 g/mol. Number 8: molar mass 178.23 g/mol. Number 9: molar mass 178.23 g/mol.